Below is a cluster of 2 separate species, C17H22N2O5 in total, with properties calculated with ωB97M-V/def2-TZVPD.

Positions of all 46 atoms, in Å:
O (3.265, -2.799, 2.156)
N (2.712, -1.862, 2.522)
O (2.855, -0.763, 1.524)
C (1.951, -0.779, 0.519)
C (2.086, -0.011, -0.556)
C (1.054, -0.068, -1.603)
O (0.781, 0.880, -2.288)
C (0.376, -1.375, -1.742)
C (0.212, -2.154, -0.674)
C (-0.454, -3.493, -0.733)
C (-1.784, -3.561, 0.039)
C (-3.001, -3.336, -0.853)
C (-3.216, -1.889, -1.268)
N (-3.180, -0.932, -0.172)
C (-2.813, 0.371, -0.370)
C (-2.881, 1.045, 0.836)
C (-3.308, 0.104, 1.801)
C (-3.483, -1.109, 1.157)
C (0.715, -1.623, 0.626)
O (0.159, -1.804, 1.671)
H (2.939, 0.640, -0.657)
H (0.010, -1.682, -2.710)
H (-0.570, -3.769, -1.778)
H (0.229, -4.222, -0.296)
H (-1.868, -4.550, 0.484)
H (-1.734, -2.865, 0.865)
H (-2.831, -3.892, -1.775)
H (-3.889, -3.780, -0.414)
H (-2.482, -1.595, -2.011)
H (-4.189, -1.814, -1.757)
H (-2.536, 0.777, -1.326)
H (-2.647, 2.077, 1.017)
H (-3.459, 0.285, 2.849)
H (-3.800, -2.058, 1.540)
C (2.065, 3.408, 0.763)
C (2.663, 4.771, 0.456)
C (3.558, 4.721, -0.773)
O (3.392, 5.263, 1.581)
H (2.856, 2.683, 0.977)
H (1.425, 3.458, 1.644)
H (1.474, 3.036, -0.077)
H (1.861, 5.490, 0.291)
H (4.395, 4.037, -0.606)
H (3.976, 5.706, -0.982)
H (3.007, 4.382, -1.652)
H (4.111, 4.648, 1.755)

Summary:
net charge	0
gap between HOMO and LUMO	6.983	eV
SMILES string	O=NOC1=CC(=O)C=C(CCCCn2cccc2)C1=O.CC(C)O

***

Below is the molecule C17H22N2O5, with properties calculated with ωB97M-V/def2-TZVPD.

Positions of all 46 atoms, in Å:
C (-1.495, -4.508, 1.869)
O (-0.602, -4.199, 2.965)
O (-0.487, -2.786, 3.227)
C (0.843, -2.465, 3.704)
C (1.385, -1.243, 3.025)
N (2.145, -0.340, 3.835)
C (2.544, 0.612, 2.974)
N (2.035, 0.407, 1.688)
C (2.285, 1.317, 0.528)
C (1.323, 2.495, 0.443)
O (1.775, 3.592, 0.827)
C (-0.087, 2.386, -0.181)
C (-0.169, 3.211, -1.450)
C (-1.516, 2.973, -2.116)
C (-2.698, 3.631, -1.675)
C (-3.905, 3.462, -2.378)
C (-3.953, 2.613, -3.533)
C (-2.770, 1.932, -3.937)
C (-1.593, 2.118, -3.222)
C (1.275, -0.797, 1.744)
C (0.611, -1.471, 0.601)
O (1.563, -1.690, -0.458)
O (2.093, -3.042, -0.307)
C (2.408, -3.493, -1.596)
H (-1.073, -4.279, 0.893)
H (-1.665, -5.570, 1.902)
H (-2.447, -3.939, 2.005)
H (1.539, -3.336, 3.618)
H (0.721, -2.272, 4.805)
H (3.194, 1.434, 3.214)
H (2.191, 0.737, -0.384)
H (3.311, 1.693, 0.617)
H (-0.288, 1.336, -0.417)
H (-0.803, 2.732, 0.575)
H (-0.034, 4.262, -1.175)
H (0.630, 2.947, -2.144)
H (-2.602, 4.268, -0.798)
H (-4.777, 4.007, -2.055)
H (-4.874, 2.474, -4.107)
H (-2.838, 1.299, -4.824)
H (-0.733, 1.575, -3.587)
H (-0.187, -0.810, 0.230)
H (0.179, -2.426, 0.881)
H (3.257, -2.914, -1.986)
H (2.738, -4.543, -1.608)
H (1.548, -3.390, -2.234)

Summary:
net charge	0
gap between HOMO and LUMO	9.250	eV
SMILES string	COOCc1ncn(CC(=O)CCc2ccccc2)c1COOC

***

Below is the molecule C17H22N2O5, with properties calculated with ωB97M-V/def2-TZVPD.

Positions of all 46 atoms, in Å:
C (0.176, 3.051, -1.954)
C (1.261, 2.008, -2.193)
C (1.708, 1.258, -0.936)
C (0.618, 0.472, -0.189)
C (-0.337, -0.203, -1.186)
O (-1.512, 0.056, -1.239)
O (0.275, -1.089, -1.962)
C (-0.523, -1.785, -2.926)
C (-0.697, -0.971, -4.198)
N (-0.127, 1.301, 0.738)
C (-0.787, 0.441, 1.719)
C (-0.942, 1.173, 3.012)
C (-0.033, 1.842, 3.780)
C (-0.749, 2.340, 4.894)
C (-2.036, 1.935, 4.719)
O (-2.160, 1.232, 3.582)
C (0.160, -0.776, 1.826)
C (-0.468, -2.101, 1.431)
O (-1.502, -2.578, 1.810)
N (0.397, -2.715, 0.546)
C (0.185, -4.055, 0.051)
C (1.473, -1.934, 0.170)
O (2.399, -2.315, -0.492)
C (1.249, -0.567, 0.778)
H (0.063, 3.679, -2.836)
H (0.435, 3.687, -1.110)
H (-0.784, 2.580, -1.758)
H (2.145, 2.504, -2.600)
H (0.919, 1.294, -2.944)
H (2.483, 0.545, -1.225)
H (2.131, 1.968, -0.222)
H (-1.499, -2.006, -2.481)
H (0.022, -2.710, -3.121)
H (-1.257, -1.552, -4.925)
H (-1.244, -0.055, -3.985)
H (0.274, -0.718, -4.619)
H (-0.797, 1.893, 0.262)
H (-1.786, 0.105, 1.401)
H (1.009, 1.968, 3.569)
H (-0.359, 2.915, 5.708)
H (-2.920, 2.078, 5.307)
H (0.555, -0.874, 2.839)
H (-0.779, -4.115, -0.455)
H (0.190, -4.763, 0.880)
H (0.993, -4.284, -0.641)
H (2.177, -0.155, 1.174)

Summary:
net charge	0
gap between HOMO and LUMO	9.254	eV
SMILES string	CCC[C@]1(C(=O)OCC)N[C@H](c2ccco2)[C@H]2C(=O)N(C)C(=O)[C@H]21

***

Below is a structure of composition C17H22N3O4Re, with properties calculated with ωB97M-V/def2-TZVPD.

Positions of all 47 atoms, in Å:
Re (-0.171, -0.943, -1.094)
O (1.831, -0.703, -1.211)
N (2.312, 0.514, -1.284)
N (1.439, 1.411, -1.288)
O (0.151, 1.146, -1.185)
C (1.842, 2.805, -1.407)
C (0.846, 3.755, -1.510)
C (1.216, 5.087, -1.639)
C (2.556, 5.441, -1.661)
C (3.538, 4.462, -1.553)
C (3.189, 3.129, -1.425)
H (-0.192, 3.460, -1.493)
H (0.450, 5.845, -1.723)
H (2.840, 6.479, -1.763)
H (4.584, 4.735, -1.569)
H (3.944, 2.362, -1.344)
O (-2.329, -0.784, -0.998)
C (-3.081, -1.233, 0.172)
C (-3.301, -0.099, 1.147)
C (-2.020, 0.658, 1.512)
C (-0.965, -0.202, 2.153)
C (-1.010, -0.487, 3.512)
C (0.007, -1.223, 4.090)
C (1.065, -1.643, 3.298)
C (1.033, -1.338, 1.953)
N (0.032, -0.656, 1.379)
H (-2.679, 0.054, -1.327)
H (-2.471, -2.032, 0.591)
H (-4.022, -1.651, -0.180)
H (-3.764, -0.529, 2.039)
H (-4.030, 0.606, 0.738)
H (-2.277, 1.467, 2.196)
H (-1.585, 1.129, 0.629)
H (-1.829, -0.108, 4.110)
H (-0.013, -1.449, 5.148)
H (1.898, -2.192, 3.712)
H (1.841, -1.635, 1.295)
C (1.380, -3.849, -0.348)
O (0.251, -3.965, -1.219)
C (-0.433, -2.871, -1.525)
C (-1.545, -3.277, -2.461)
H (1.038, -3.784, 0.685)
H (1.982, -2.983, -0.618)
H (1.960, -4.756, -0.485)
H (-1.282, -4.194, -2.986)
H (-1.771, -2.496, -3.184)
H (-2.455, -3.462, -1.882)

Summary:
net charge	+1
spin multiplicity	4
<S²>	3.809
gap between HOMO and LUMO (spin up / spin down)	8.168 / 7.033	eV

***

What did we get for ΔE to the lowest compared entry with this formula, charge and spin? Answer: 154.95, 208.20, 16.78, 0.00 kcal per mole, in the order shown.
What did we get for total energy? Answer: -1146.53427, -1146.44940, -1146.75447, -1204.11675 hartree, in the order shown.